Entry from the OMol25 dataset: one molecule with the formula C19H11Cl (the ωB97M-V functional and the def2-TZVPD basis).

Summary:
Charge   0
LUMO level   -1.614 eV
ΔE to the lowest compared entry with this formula, charge and spin   42.5 kcal per mole
HOMO-LUMO gap   5.472 eV
Strongest force on any atom   0.1231 Eh/bohr
SMILES   Cl[C@@H]1C=Cc2cc3c4c(ccc5cccc(c54)C=3)c2=C1

Atoms and positions in Å:
Cl -1.078 -1.762 -3.752
C -2.056 -0.691 -2.651
C -1.918 0.698 -3.146
C -1.213 1.657 -2.516
C -0.490 1.258 -1.296
C 0.495 2.191 -0.861
C 1.209 1.997 0.296
C 0.884 0.826 0.916
C -0.057 -0.146 0.551
C -0.216 -1.244 1.490
C 0.667 -1.339 2.694
C 1.697 -0.356 2.904
C 2.536 -0.282 4.106
C 3.407 0.809 4.294
C 3.369 1.846 3.247
C 2.567 1.759 2.121
C 1.684 0.688 2.019
C 2.315 2.667 0.994
C -0.742 0.048 -0.640
C -1.605 -0.849 -1.242
H -3.180 -0.814 -2.709
H -2.321 1.075 -4.016
H -1.296 2.727 -2.945
H 0.671 3.195 -1.296
H -0.984 -2.034 1.411
H 0.585 -2.058 3.452
H 2.525 -1.041 4.830
H 4.076 0.986 5.112
H 3.915 2.747 3.159
H 2.804 3.582 0.648
H -1.847 -1.734 -0.769

=====

Entry from the OMol25 dataset: C19H11CrF6N4O4S6 as an isolated structure (the ωB97M-V functional and the def2-TZVPD basis).

Summary:
2S+1   5
Charge   -1
LUMO level (spin up / spin down)   2.106 / 1.960 eV
ΔE to the lowest compared entry with this formula, charge and spin   13.7 kcal per mole
HOMO-LUMO gap (spin up / spin down)   7.046 / 7.073 eV
Strongest force on any atom   0.0147 Eh/bohr

Atoms and positions in Å:
Cr -0.055 0.024 0.508
S -0.935 -4.028 2.221
C -2.069 -2.987 2.979
C -1.915 -1.690 2.592
C -0.869 -1.480 1.635
C -0.258 -2.680 1.367
C 0.982 -2.722 0.602
C 1.816 -3.836 0.496
C 3.043 -3.713 -0.120
C 3.417 -2.483 -0.639
C 2.529 -1.433 -0.533
N 1.339 -1.531 0.066
H -2.796 -3.399 3.665
H -2.513 -0.886 3.003
H 1.488 -4.776 0.921
H 3.712 -4.563 -0.184
H 4.372 -2.331 -1.122
H 2.785 -0.465 -0.943
F -2.010 4.628 -3.672
C -2.444 3.459 -3.191
F -3.676 3.617 -2.722
F -2.473 2.573 -4.184
S -1.349 2.907 -1.822
O -1.844 1.607 -1.432
O -1.381 3.987 -0.892
N 0.025 2.780 -2.654
S 0.961 1.587 -2.267
O 1.042 1.337 -0.816
O 2.223 1.658 -2.936
C 0.194 0.055 -3.071
F -0.532 0.447 -4.112
F 1.195 -0.714 -3.517
F -0.558 -0.683 -2.267
S -5.634 3.118 4.630
C -4.491 2.522 3.576
S -2.901 3.199 3.463
C -2.398 1.934 2.349
N -3.355 1.121 2.063
N -4.530 1.465 2.724
C -5.620 0.570 2.497
C -5.333 -0.735 2.099
C -6.362 -1.646 1.919
C -7.684 -1.266 2.112
C -7.963 0.048 2.454
C -6.942 0.971 2.642
S -0.777 1.927 1.803
H -4.307 -1.025 1.925
H -6.121 -2.660 1.624
H -8.487 -1.983 1.988
H -8.990 0.374 2.574
H -7.178 1.989 2.902

=====

Entry from the OMol25 dataset: C19H12BCl57N2O3PS2 as an isolated structure (the ωB97M-V functional and the def2-TZVPD basis).

Summary:
Charge   -1
LUMO level   0.616 eV
HOMO-LUMO gap   5.184 eV
Strongest force on any atom   0.2200 Eh/bohr

Atoms and positions in Å:
N 6.371 1.053 -7.175
P 5.846 0.117 -5.924
B 4.889 -1.354 -6.685
O 5.252 -1.557 -8.131
C 3.254 -0.987 -6.698
C 2.321 -2.274 -6.261
C 0.708 -2.044 -6.449
C 0.239 -0.479 -6.585
S -1.609 -0.216 -6.249
O -2.535 -1.109 -7.115
O -1.927 1.308 -6.455
Cl -1.840 -0.565 -4.162
N 5.101 -2.691 -6.004
C 5.528 -2.532 -4.687
S 6.636 -2.491 -3.354
H 7.425 1.129 -7.120
H 7.054 -0.255 -5.201
H 4.927 0.922 -5.159
H 5.021 -0.710 -8.651
H 2.897 -0.691 -7.797
H 2.981 -0.081 -6.010
H 2.501 -2.598 -5.142
H 2.663 -3.173 -6.966
H 0.189 -2.475 -5.468
H 0.251 -2.652 -7.358
H 0.438 -0.107 -7.694
H 0.797 0.202 -5.780
C 2.965 -1.401 -1.333
Cl 1.730 -2.667 -1.546
Cl 2.312 -0.099 -0.307
Cl 4.407 -2.103 -0.556
Cl 3.413 -0.735 -2.924
C 2.065 2.405 2.717
Cl 1.479 3.040 4.275
Cl 0.735 2.420 1.532
Cl 3.400 3.426 2.124
Cl 2.647 0.735 2.936
C -5.135 -0.927 -1.167
Cl -5.054 -1.959 -2.617
Cl -3.484 -0.513 -0.641
Cl -6.028 0.566 -1.549
Cl -5.972 -1.802 0.140
C -0.528 -3.828 1.761
Cl -2.183 -3.626 1.132
Cl 0.421 -2.360 1.417
Cl -0.590 -4.096 3.521
Cl 0.240 -5.229 0.973
C -6.828 -0.324 -5.777
Cl -6.748 -1.356 -7.227
Cl -5.177 0.091 -5.251
Cl -7.722 1.170 -6.160
Cl -7.666 -1.199 -4.471
C -0.122 -7.452 6.006
Cl 1.452 -7.652 6.818
Cl -0.809 -5.863 6.427
Cl 0.103 -7.552 4.242
Cl -1.233 -8.739 6.538
C -2.522 4.048 5.127
Cl -3.234 2.822 6.206
Cl -1.933 3.262 3.641
Cl -3.759 5.260 4.708
Cl -1.162 4.849 5.955
C -6.122 -0.050 6.022
Cl -4.548 -0.250 6.834
Cl -6.809 1.539 6.444
Cl -5.897 -0.151 4.258
Cl -7.233 -1.338 6.554
C 6.478 2.610 -0.981
Cl 6.320 1.059 -1.843
Cl 5.109 2.808 0.143
Cl 8.006 2.626 -0.064
Cl 6.478 3.947 -2.158
C -9.422 -5.099 7.603
Cl -11.077 -4.897 6.974
Cl -8.473 -3.630 7.259
Cl -9.484 -5.367 9.363
Cl -8.654 -6.500 6.815
C -3.177 5.097 -0.225
Cl -4.283 3.787 -0.711
Cl -1.493 4.589 -0.510
Cl -3.527 6.557 -1.184
Cl -3.404 5.455 1.506
C -2.577 6.246 9.595
Cl -3.963 7.171 10.225
Cl -3.142 5.099 8.354
Cl -1.395 7.366 8.872
Cl -1.807 5.348 10.927
C 1.623 7.663 12.419
Cl 1.037 8.297 13.977
Cl 0.293 7.678 11.233
Cl 2.958 8.684 11.826
Cl 2.205 5.993 12.638
C 8.223 -3.727 -7.711
Cl 9.489 -4.472 -8.720
Cl 6.633 -4.386 -8.170
Cl 8.543 -4.088 -5.995
Cl 8.229 -1.963 -7.958

=====

Entry from the OMol25 dataset: C19H12BrN4O5OsSe as an isolated structure (the ωB97M-V functional and the def2-TZVPD basis).

Summary:
2S+1   5
Charge   -1
LUMO level (spin up / spin down)   2.538 / 1.205 eV
ΔE to the lowest compared entry with this formula, charge and spin   41.4 kcal per mole
HOMO-LUMO gap (spin up / spin down)   6.035 / 6.907 eV
Strongest force on any atom   0.0090 Eh/bohr

Atoms and positions in Å:
Os -0.569 0.147 -1.471
Se 2.815 -1.518 1.558
N 4.118 -1.423 0.314
C 3.562 -0.908 -0.777
C 4.205 -0.645 -1.999
C 3.460 -0.093 -3.041
C 2.120 0.181 -2.886
N 1.464 -0.058 -1.727
C 2.143 -0.584 -0.669
N 1.544 -0.816 0.473
H 5.255 -0.876 -2.113
H 3.923 0.128 -3.993
H 1.528 0.605 -3.686
C -0.356 1.717 -0.595
C -0.196 2.751 0.303
C 0.349 2.482 1.594
C 0.513 3.507 2.497
C 0.155 4.820 2.179
C -0.382 5.090 0.921
C -0.558 4.090 -0.010
H 0.625 1.465 1.840
H 0.930 3.283 3.472
H 0.289 5.615 2.901
H -0.669 6.104 0.665
H -0.981 4.309 -0.982
O -3.909 0.682 -3.338
N -2.818 0.550 -2.860
O -1.745 0.661 -3.504
O -2.670 0.293 -1.602
Br -1.103 -0.502 3.606
C -1.549 -1.970 2.489
C -2.133 -3.096 3.039
C -2.430 -4.163 2.200
C -2.149 -4.091 0.846
C -1.569 -2.949 0.299
C -1.266 -1.885 1.137
C -1.290 -2.953 -1.193
O -1.490 -3.974 -1.822
O -0.798 -1.877 -1.728
H -2.344 -3.140 4.098
H -2.884 -5.055 2.612
H -2.370 -4.912 0.179
H -0.772 -0.992 0.775